The following is a quantum chemistry calculation of 9 unconnected molecules or ions with the total composition C31H78N4O9, from the OMol25 dataset.

Each line ends with the Mulliken charge.
Cartesian coordinates (Å):
C -3.5370 0.7095 -3.7394  -2.12
C -3.6624 -0.7807 -3.6304  2.04
C -2.7314 -1.2351 -2.5388  -1.73
C -5.1453 -1.0744 -3.3891  -1.48
C -5.3615 -2.5558 -3.2980  -0.59
C -5.0996 -3.2220 -4.7230  -1.32
C -3.6838 -2.9081 -5.1678  1.97
C -2.7159 -3.8659 -4.3804  -1.74
C -3.5892 -3.0699 -6.6474  -1.92
N -3.3807 -1.4422 -4.9159  -0.12
O -1.9719 -1.2796 -5.0571  -0.40
H -3.9588 1.1793 -2.8354  0.40
H -2.5301 1.1551 -3.8716  0.22
H -4.2047 1.0554 -4.5210  0.52
H -2.6889 -2.2943 -2.3981  0.41
H -1.7113 -0.8776 -2.7915  0.25
H -3.1012 -0.7005 -1.6627  0.55
H -5.5092 -0.4568 -2.5481  0.47
H -5.6721 -0.6822 -4.2473  0.43
H -4.6990 -3.0486 -2.5799  0.26
H -6.3783 -2.7155 -2.9214  0.38
H -5.8068 -2.7778 -5.4263  0.41
H -5.2874 -4.2783 -4.5844  0.42
H -1.7110 -3.5071 -4.2572  0.31
H -2.7190 -4.8598 -4.8419  0.48
H -3.0296 -4.1024 -3.3497  0.34
H -3.8471 -4.0406 -7.0409  0.42
H -2.5202 -2.9207 -7.0209  0.30
H -4.0461 -2.2063 -7.1251  0.48
H -1.8332 -0.8054 -5.8899  0.32
C 3.1303 2.4018 1.8251  -2.19
C 2.6757 3.7672 2.4219  2.22
C 3.5618 4.0085 3.6308  -1.91
C 2.7610 4.8448 1.3654  -1.04
C 2.1106 6.1643 1.7526  -0.77
C 0.6019 5.8614 2.0384  -1.16
C 0.4336 4.8941 3.2387  1.61
C 0.9428 5.5265 4.4992  -2.02
C -1.0911 4.5499 3.4133  -1.73
N 1.2542 3.7141 2.7327  0.55
O 0.9847 2.6210 3.6369  -0.55
H 3.1421 1.6565 2.5908  0.32
H 2.3630 2.1019 1.0575  0.07
H 4.1264 2.4802 1.3910  0.62
H 3.6190 3.1574 4.3169  0.31
H 4.5268 4.2166 3.3140  0.53
H 3.2440 4.8327 4.2760  0.35
H 3.8207 4.9968 1.1249  0.46
H 2.2242 4.4596 0.4460  0.19
H 2.6016 6.6018 2.6196  0.28
H 2.2501 6.8530 0.9431  0.46
H 0.2041 5.2128 1.2548  0.41
H 0.0819 6.8175 2.1555  0.40
H 0.1323 6.2108 4.9394  0.38
H 1.7352 6.2542 4.3768  0.40
H 1.2000 4.9400 5.3041  0.44
H -1.7263 5.4115 3.4326  0.49
H -1.2348 3.9180 4.3437  0.33
H -1.3681 3.9139 2.5708  0.22
H 0.7854 1.8943 3.0253  0.22
N 4.3975 -1.5216 -0.0584  -0.32
C 3.2461 -1.5616 0.6878  0.39
N 3.1383 -2.5704 1.6018  -0.27
O 2.4129 -0.6615 0.6241  -0.52
H 4.4116 -0.9525 -0.8746  0.20
H 5.1147 -2.1548 0.1144  0.13
H 2.3577 -2.4098 2.2601  0.07
H 4.0149 -3.0020 1.8596  0.25
C 5.0375 2.3859 -3.5280  -0.83
C 5.5087 0.9148 -3.4693  -0.30
O 4.5796 0.1136 -2.7440  -0.53
H 4.1559 2.5706 -4.2086  0.21
H 5.8496 3.0430 -3.9190  0.35
H 4.7870 2.6203 -2.4768  0.15
H 6.4350 0.8798 -2.8661  0.31
H 5.7734 0.4550 -4.4333  0.27
H 3.6981 0.1004 -3.1692  0.28
C 0.2401 -4.1848 0.0441  -1.67
C -0.3727 -2.8039 0.1634  1.39
O -1.4606 -2.8436 1.0169  -0.54
H 0.4142 -4.6505 1.0153  0.37
H 1.2011 -4.2698 -0.4511  0.38
H -0.3499 -4.8390 -0.5191  0.43
H -0.7722 -2.5578 -0.8111  -0.14
H 0.3333 -2.0838 0.5326  -0.59
H -1.1696 -3.2765 1.8539  0.24
C 1.9928 -1.6223 5.6283  -1.43
C 0.6659 -1.5101 4.9084  0.26
O 0.5567 -2.1221 3.6526  -0.30
H 1.9685 -0.8974 6.4531  0.41
H 2.8833 -1.3472 5.0388  0.28
H 2.2838 -2.6255 6.0430  0.34
H 0.3088 -0.4319 4.8352  0.06
H -0.1155 -1.8975 5.5847  0.18
H 0.2587 -1.4452 3.0080  0.43
C -2.7704 -4.0536 4.9826  -1.06
C -2.2366 -4.6504 3.6230  -0.02
O -0.8362 -4.4284 3.3250  -0.63
H -3.8573 -4.1799 5.0711  0.36
H -2.4109 -3.0018 5.1362  0.21
H -2.3879 -4.5639 5.8373  0.32
H -2.7500 -4.1897 2.7493  0.14
H -2.4452 -5.7370 3.6094  0.31
H -0.4230 -3.7634 3.8318  0.33
C 0.7314 0.7568 -2.6908  -1.15
C 0.9618 0.6151 -4.1932  -0.04
O 2.2768 0.0536 -4.4042  -0.53
H -0.3363 0.9342 -2.5056  0.34
H 1.2998 1.5676 -2.3206  0.69
H 0.9531 -0.1312 -2.1911  0.23
H 0.9598 1.5880 -4.6638  0.32
H 0.2479 -0.0095 -4.6689  -0.02
H 2.3462 -0.3163 -5.3142  0.25
C -2.0102 0.7464 1.9848  -1.54
C -0.7793 0.3644 1.2523  1.06
O 0.2517 0.1326 2.2168  -0.10
H -2.3209 -0.0306 2.6690  0.31
H -2.8066 0.7997 1.2934  0.51
H -1.9859 1.7138 2.5030  0.07
H -0.3891 0.9763 0.4377  0.36
H -1.0759 -0.6079 0.7725  -0.58
H 1.0474 -0.0999 1.6224  0.06

Its relative energy (zero: lowest compared OMol25 entry of this formula, charge and spin) is 0.0 kcal per mole. As for the orbital gap: 8.4 eV. The calculation puts the electronic energy at -57796.6791 eV. The charge is 0. The calculation puts the LUMO energy at 0.40 eV.